[1]
{"formula": "C27H27N5O5W", "method": "wB97M-V/def2-TZVPD", "gap_ev": 5.3, "de_lowest_kcal_mol": 7.65, "total_charge": 2, "lumo_energy_ev": -8.490, "e_homo_ev": -13.80, "largest_force_ev_per_a": 0.70, "species": ["W", "C", "O", "C", "C", "C", "C", "C", "C", "N", "N", "C", "C", "O", "C", "C", "C", "C", "C", "C", "C", "C", "H", "H", "H", "H", "H", "H", "H", "H", "H", "H", "H", "H", "H", "N", "C", "C", "O", "N", "C", "C", "O", "O", "H", "H", "H", "H", "H", "H", "C", "C", "C", "C", "C", "C", "N", "H", "H", "H", "H", "H", "H", "H", "H"], "xyz": [[-0.29, -0.13, -1.10], [0.54, -3.64, -1.47], [0.35, -2.45, -0.66], [1.04, -2.45, 0.55], [1.96, -3.42, 0.90], [2.55, -3.37, 2.16], [2.21, -2.36, 3.05], [1.29, -1.39, 2.69], [0.71, -1.42, 1.43], [-0.17, -0.43, 0.94], [-0.62, 0.37, 1.92], [-1.54, 1.27, 1.75], [-2.40, 1.30, 0.57], [-2.10, 0.56, -0.43], [-3.59, 2.04, 0.58], [-3.87, 2.84, 1.65], [-3.02, 2.94, 2.80], [-3.34, 3.80, 3.85], [-2.51, 3.89, 4.95], [-1.35, 3.13, 5.01], [-1.01, 2.27, 3.97], [-1.84, 2.16, 2.87], [0.27, -4.51, -0.87], [1.56, -3.70, -1.81], [-0.13, -3.56, -2.32], [2.23, -4.22, 0.23], [3.27, -4.12, 2.44], [2.67, -2.33, 4.03], [1.03, -0.60, 3.38], [-4.23, 2.00, -0.29], [-4.77, 3.45, 1.64], [-4.25, 4.39, 3.79], [-2.76, 4.56, 5.76], [-0.70, 3.21, 5.87], [-0.10, 1.69, 4.02], [-1.90, -1.61, -1.75], [-2.16, -1.60, -3.21], [-1.67, -0.30, -3.79], [-2.10, 0.19, -4.79], [-0.62, 0.25, -3.01], [-0.08, 1.51, -3.52], [0.24, 2.40, -2.33], [0.69, 3.48, -2.35], [-0.10, 1.75, -1.15], [-1.69, -2.55, -1.43], [-2.74, -1.33, -1.26], [-3.21, -1.75, -3.45], [-1.59, -2.40, -3.69], [-0.78, 2.00, -4.19], [0.86, 1.35, -4.07], [2.32, 1.40, 0.73], [2.63, 0.41, -0.35], [3.84, -0.11, -0.65], [3.70, -0.98, -1.79], [2.40, -0.98, -2.17], [1.86, -1.50, -3.47], [1.67, -0.15, -1.26], [3.24, 1.94, 0.95], [2.00, 0.93, 1.66], [1.58, 2.14, 0.42], [4.76, 0.13, -0.14], [4.50, -1.48, -2.31], [1.79, -0.71, -4.21], [0.89, -1.98, -3.40], [2.56, -2.23, -3.86]]}

[2]
{"formula": "C8H15N3O", "method": "wB97M-V/def2-TZVPD", "gap_ev": 10.0, "de_lowest_kcal_mol": 43.19, "lumo_energy_ev": 0.473, "e_homo_ev": -9.50, "largest_force_ev_per_a": 3.01, "smiles": "C[C@H](C#N)C=O.CN1C[C@H]1CN", "species": ["C", "C", "C", "N", "C", "O", "H", "H", "H", "H", "H", "C", "N", "C", "C", "C", "N", "H", "H", "H", "H", "H", "H", "H", "H", "H", "H"], "xyz": [[-0.50, 1.26, 2.55], [-1.25, 2.16, 1.58], [-2.53, 2.73, 2.06], [-3.62, 3.14, 2.18], [-1.53, 1.35, 0.33], [-2.57, 1.36, -0.28], [-0.15, 1.80, 3.43], [0.36, 0.79, 2.07], [-1.17, 0.47, 2.87], [-0.61, 3.02, 1.29], [-0.65, 0.76, -0.01], [3.04, -0.16, -1.77], [2.60, -1.26, -0.91], [3.13, -2.62, -1.00], [1.82, -2.25, -1.60], [0.54, -2.69, -0.98], [-0.59, -1.80, -1.37], [4.11, 0.05, -1.60], [2.92, -0.35, -2.85], [2.45, 0.72, -1.51], [3.90, -2.87, -1.73], [3.16, -3.18, -0.05], [1.82, -2.16, -2.71], [0.31, -3.73, -1.27], [0.70, -2.69, 0.10], [-0.24, -0.86, -1.24], [-1.37, -1.93, -0.74]]}

[3]
{"formula": "C2HKMgO2", "method": "wB97M-V/def2-TZVPD", "gap_ev": [6.0, 9.6], "de_lowest_kcal_mol": 1.16, "total_charge": 2, "lumo_energy_ev": [-10.456, -9.445], "e_homo_ev": [-16.49, -19.09], "largest_force_ev_per_a": 6.94, "species": ["O", "C", "Mg", "K", "H", "C", "O"], "xyz": [[0.64, -2.27, 0.30], [0.11, -1.98, -0.84], [0.50, -3.93, 2.25], [1.40, 0.25, 0.08], [-0.13, -2.90, -1.42], [-1.63, 1.27, -0.41], [-2.60, 1.85, -0.43]]}

[4]
{"formula": "C6H11BrN", "method": "wB97M-V/def2-TZVPD", "gap_ev": 10.1, "de_lowest_kcal_mol": 0.00, "total_charge": 1, "lumo_energy_ev": -4.742, "e_homo_ev": -14.81, "largest_force_ev_per_a": 5.80, "smiles": "CC[N+]1=C(Br)CCC1", "species": ["C", "C", "N", "C", "Br", "C", "C", "C", "H", "H", "H", "H", "H", "H", "H", "H", "H", "H", "H"], "xyz": [[0.27, 2.36, 0.55], [0.37, 1.51, -0.74], [0.34, 0.11, -0.44], [1.45, -0.67, -0.09], [3.15, 0.01, -0.01], [1.05, -2.05, 0.23], [-0.47, -2.10, -0.03], [-0.89, -0.64, -0.30], [-0.51, 3.11, 0.44], [0.02, 1.74, 1.41], [1.20, 2.87, 0.75], [1.29, 1.74, -1.28], [-0.48, 1.71, -1.39], [1.61, -2.77, -0.38], [1.31, -2.29, 1.27], [-0.69, -2.72, -0.89], [-1.00, -2.50, 0.82], [-1.49, -0.55, -1.21], [-1.47, -0.21, 0.52]]}

[5]
{"formula": "C34H53N4PdSi", "method": "wB97M-V/def2-TZVPD", "gap_ev": [6.6, 6.6], "de_lowest_kcal_mol": 4.97, "total_charge": -1, "lumo_energy_ev": [2.786, 2.786], "e_homo_ev": [-3.86, -3.86], "largest_force_ev_per_a": 0.71, "species": ["Pd", "C", "C", "C", "N", "C", "C", "C", "C", "C", "C", "C", "N", "C", "C", "C", "N", "C", "C", "C", "C", "C", "C", "C", "N", "C", "C", "H", "H", "H", "H", "H", "H", "H", "H", "H", "H", "H", "H", "H", "H", "H", "H", "H", "H", "H", "H", "H", "H", "H", "H", "H", "H", "C", "C", "C", "C", "Si", "C", "C", "C", "C", "C", "C", "C", "C", "H", "H", "H", "H", "H", "H", "H", "H", "H", "H", "H", "H", "H", "H", "H", "H", "H", "H", "H", "H", "H", "H", "H", "H", "H", "H", "H"], "xyz": [[-0.21, -0.25, -0.22], [-1.41, 2.02, -3.14], [-1.24, 3.14, -2.12], [-0.81, 2.74, -0.69], [0.20, 1.70, -0.69], [1.41, 2.07, -1.23], [2.01, 3.26, -0.91], [2.95, 4.05, -1.63], [3.20, 4.02, -2.97], [2.55, 3.15, -3.90], [1.96, 1.97, -3.62], [2.00, 1.24, -2.34], [2.43, 0.04, -2.42], [2.59, -0.80, -1.25], [2.38, -2.28, -1.57], [1.22, -2.92, -0.80], [-0.06, -2.23, -0.93], [-0.81, -2.56, -1.98], [-0.42, -3.51, -2.96], [-1.15, -4.23, -3.89], [-2.50, -4.24, -4.17], [-3.43, -3.35, -3.62], [-3.23, -2.28, -2.80], [-2.04, -1.74, -2.19], [-1.98, -0.54, -1.71], [-3.01, 0.45, -1.89], [-2.75, 1.29, -3.14], [-0.61, 1.28, -3.00], [-1.26, 2.44, -4.14], [-2.17, 3.72, -2.04], [-0.49, 3.84, -2.51], [-1.66, 2.38, -0.12], [-0.48, 3.67, -0.19], [1.68, 3.71, 0.02], [3.42, 4.84, -1.06], [3.84, 4.79, -3.39], [2.56, 3.46, -4.94], [1.49, 1.41, -4.42], [1.84, -0.52, -0.48], [3.59, -0.61, -0.83], [3.29, -2.85, -1.33], [2.23, -2.40, -2.64], [1.47, -2.97, 0.26], [1.11, -3.96, -1.13], [0.63, -3.75, -2.98], [-0.55, -4.92, -4.47], [-2.86, -4.97, -4.89], [-4.46, -3.50, -3.92], [-4.12, -1.70, -2.60], [-3.00, 1.11, -1.02], [-4.02, 0.03, -1.93], [-3.56, 2.02, -3.25], [-2.80, 0.63, -4.01], [-2.18, -1.85, 2.81], [-0.66, -1.89, 2.93], [-0.24, -3.20, 2.25], [-0.31, -2.04, 4.42], [0.11, -0.24, 2.12], [-0.94, 1.30, 2.78], [-0.12, 2.57, 2.50], [-1.26, 1.33, 4.29], [-2.29, 1.40, 2.04], [1.96, -0.01, 2.74], [2.13, 0.29, 4.24], [2.75, -1.29, 2.43], [2.64, 1.14, 1.98], [-2.59, -2.82, 3.11], [-2.50, -1.65, 1.79], [-2.63, -1.10, 3.47], [-0.73, -4.03, 2.76], [0.84, -3.38, 2.32], [-0.54, -3.21, 1.21], [-0.87, -2.89, 4.83], [-0.56, -1.16, 5.01], [0.75, -2.26, 4.56], [0.71, 2.65, 3.21], [-0.75, 3.46, 2.63], [0.30, 2.57, 1.50], [-0.36, 1.24, 4.90], [-1.95, 0.53, 4.58], [-1.74, 2.28, 4.54], [-2.20, 1.07, 1.00], [-2.64, 2.44, 2.04], [-3.05, 0.80, 2.51], [1.68, -0.46, 4.88], [1.71, 1.26, 4.51], [3.20, 0.32, 4.48], [2.43, -2.13, 3.04], [3.82, -1.12, 2.64], [2.66, -1.57, 1.38], [2.30, 2.12, 2.32], [2.46, 1.09, 0.91], [3.72, 1.10, 2.15]]}

[6]
{"formula": "C34H35EuFN6O6", "method": "wB97M-V/def2-TZVPD", "gap_ev": [4.4, 4.4], "multiplicity": 7, "de_lowest_kcal_mol": 0.00, "total_charge": 1, "lumo_energy_ev": [-3.555, -3.555], "e_homo_ev": [-7.98, -7.98], "largest_force_ev_per_a": 3.70, "species": ["Eu", "C", "O", "C", "C", "C", "C", "C", "C", "N", "N", "C", "O", "C", "C", "C", "C", "C", "C", "C", "O", "H", "H", "H", "H", "H", "H", "H", "H", "H", "H", "H", "H", "C", "C", "N", "C", "C", "C", "O", "O", "C", "O", "C", "C", "C", "F", "C", "C", "C", "N", "C", "C", "N", "C", "C", "H", "H", "H", "H", "H", "H", "H", "H", "H", "H", "H", "H", "H", "H", "H", "H", "H", "H", "C", "C", "C", "N", "H", "H", "H", "H", "H"], "xyz": [[2.56, 0.82, -0.87], [1.51, 5.30, -0.03], [2.93, 5.39, 0.46], [3.57, 4.54, 1.32], [4.43, 5.22, 2.23], [5.41, 4.49, 2.96], [5.51, 3.13, 2.81], [4.55, 2.41, 2.05], [4.44, 0.99, 2.26], [3.90, 0.07, 1.47], [4.00, -1.23, 1.81], [3.57, -2.00, 0.79], [3.04, -1.55, -0.29], [3.62, -3.46, 0.93], [3.32, -4.21, -0.17], [3.56, -5.58, -0.15], [4.06, -6.18, 1.03], [4.09, -5.42, 2.21], [3.88, -4.04, 2.17], [3.66, 3.15, 1.21], [2.80, 2.60, 0.41], [1.18, 6.35, 0.10], [0.90, 4.61, 0.60], [1.56, 4.93, -1.05], [4.36, 6.30, 2.34], [6.13, 5.02, 3.62], [6.28, 2.57, 3.28], [4.80, 0.74, 3.29], [3.06, -3.68, -1.10], [3.35, -6.15, -1.08], [4.34, -7.19, 1.07], [4.28, -5.90, 3.17], [3.81, -3.47, 3.12], [-5.32, 2.20, -2.39], [-4.56, 1.11, -3.09], [-3.26, 0.73, -2.46], [-2.17, 1.53, -2.81], [-0.94, 1.44, -2.26], [0.19, 2.29, -2.87], [-0.14, 3.07, -3.77], [1.37, 2.01, -2.48], [-0.77, 0.51, -1.16], [0.39, -0.01, -0.90], [-1.96, -0.04, -0.56], [-1.86, -0.83, 0.58], [-2.97, -1.39, 1.17], [-2.78, -2.02, 2.35], [-4.28, -1.26, 0.63], [-4.33, -0.54, -0.59], [-3.22, 0.06, -1.24], [-5.46, -1.73, 1.28], [-5.69, -3.17, 1.37], [-6.67, -3.62, 2.47], [-7.89, -2.74, 2.35], [-7.68, -1.22, 2.16], [-6.69, -0.96, 1.04], [-6.24, 2.42, -2.96], [-4.78, 3.15, -2.54], [-5.46, 2.10, -1.32], [-4.35, 1.51, -4.08], [-5.12, 0.14, -3.14], [-2.28, 2.13, -3.75], [-0.95, -1.01, 1.07], [-5.28, -0.46, -1.09], [-4.72, -3.73, 1.57], [-6.07, -3.62, 0.41], [-6.27, -3.51, 3.47], [-6.99, -4.68, 2.27], [-8.57, -2.89, 3.11], [-8.38, -3.07, 1.48], [-7.38, -0.88, 3.11], [-8.69, -0.86, 1.92], [-6.45, 0.08, 0.94], [-7.19, -1.30, 0.12], [7.50, 1.40, -3.15], [6.35, 1.09, -4.12], [5.13, 0.65, -3.39], [4.30, 0.51, -2.59], [8.42, 0.84, -3.43], [7.38, 1.26, -2.10], [7.73, 2.49, -3.21], [6.57, 0.28, -4.79], [6.00, 2.01, -4.64]]}